No. 1
14
Properties=species:S:1:pos:R:3:lowdin_charge:R:1 method="wB97M-V/def2-TZVPD" energy_ha=-266.3266 molar_mass_g_mol=77.1 max_force_ha_per_bohr=0.017 total_charge=-1 spin_multiplicity=1
C 1.595 1.057 -1.709 -0.442
O 0.655 0.957 -0.741 -0.412
H 1.313 0.573 -2.658 0.028
H 2.595 0.620 -1.433 0.039
H 1.888 2.090 -2.028 0.030
N 0.111 -1.373 0.411 -0.044
C -0.870 -0.915 1.372 -0.412
N -1.681 0.240 0.914 -0.037
H -0.122 -2.240 -0.049 0.021
H 0.308 -0.566 -0.260 0.014
H -0.323 -0.659 2.296 0.082
H -1.598 -1.641 1.695 0.070
H -2.018 -0.057 0.003 0.041
H -1.008 0.971 0.652 0.022

***

No. 2
83
Properties=species:S:1:pos:R:3:lowdin_charge:R:1 method="wB97M-V/def2-TZVPD" energy_ha=-5754.6414 molar_mass_g_mol=775.6 max_force_ha_per_bohr=0.059 total_charge=-2 spin_multiplicity=1
Sc 0.074 -0.691 -0.445 0.953
C -3.042 2.186 -1.428 -0.020
C -2.078 1.088 -1.806 -0.481
O -1.876 0.228 -0.876 -0.188
C -1.532 1.064 -3.070 -0.057
C -0.726 -0.034 -3.540 -0.340
C -1.010 -0.592 -4.912 -0.050
N 0.201 -0.546 -2.790 -0.019
N 0.785 -1.697 -3.369 0.055
C 0.828 -2.673 -2.511 -0.482
O 0.427 -2.654 -1.293 -0.209
C 1.360 -3.981 -3.019 -0.127
C 1.415 -5.061 -2.143 -0.018
C 1.893 -6.291 -2.576 -0.095
C 2.322 -6.453 -3.885 -0.126
C 2.276 -5.374 -4.761 -0.113
C 1.800 -4.146 -4.331 -0.043
H -3.993 1.745 -1.122 0.076
H -3.212 2.891 -2.243 0.064
H -2.632 2.705 -0.560 0.072
H -1.838 1.812 -3.791 0.083
H -1.825 -0.037 -5.377 0.062
H -1.288 -1.643 -4.825 0.074
H -0.123 -0.560 -5.547 0.069
H 1.096 -4.901 -1.120 0.106
H 1.939 -7.122 -1.882 0.093
H 2.699 -7.413 -4.221 0.084
H 2.615 -5.492 -5.784 0.086
H 1.755 -3.293 -4.996 0.099
C -2.815 -4.235 0.069 -0.247
S -2.543 -2.454 0.097 0.800
C -4.253 -1.907 0.079 -0.242
O -2.090 -2.184 1.483 -0.501
H -3.396 -4.502 0.952 0.050
H -1.822 -4.678 0.114 0.049
H -3.321 -4.541 -0.848 0.048
H -4.752 -2.209 -0.843 0.051
H -4.192 -0.822 0.149 0.046
H -4.743 -2.326 0.959 0.052
C 0.373 -2.899 3.543 -0.089
N 1.056 -1.642 3.445 -0.153
C 1.021 -0.616 4.369 -0.103
C 1.860 0.347 3.958 -0.115
N 2.427 -0.063 2.756 -0.146
C 3.438 0.629 2.033 -0.079
C 1.779 -1.235 2.304 -0.814
Se 2.519 -2.525 1.057 0.456
H -0.140 -2.932 4.506 0.077
H 1.083 -3.728 3.476 0.051
H -0.365 -2.996 2.743 0.055
H 0.433 -0.678 5.269 0.095
H 2.140 1.272 4.433 0.089
H 3.743 1.505 2.610 0.082
H 3.052 0.963 1.073 0.054
H 4.308 -0.013 1.860 0.064
O 0.579 -0.641 1.358 -0.401
C 2.103 2.880 -1.396 0.020
C 2.601 1.465 -1.313 -0.450
C 4.032 1.104 -1.611 0.008
O 1.824 0.586 -1.023 -0.016
H 2.877 3.593 -1.674 0.071
H 1.669 3.149 -0.430 0.090
H 1.287 2.904 -2.122 0.095
H 4.641 1.968 -1.870 0.070
H 4.032 0.385 -2.431 0.096
H 4.445 0.590 -0.741 0.082
F -3.452 5.662 5.314 0.056
C -2.565 5.754 4.300 -0.189
C -1.816 4.698 3.943 0.043
N -0.888 4.759 2.942 0.013
C -0.188 3.521 2.572 -0.031
C -1.148 2.481 1.897 -0.674
O -2.279 2.433 2.431 -0.039
O -0.637 1.818 0.991 -0.018
C -0.726 5.895 2.192 -0.469
O 0.063 6.023 1.275 0.060
N -1.538 6.954 2.581 0.203
C -2.459 7.018 3.620 -0.426
O -3.061 8.050 3.870 0.044
H -1.921 3.732 4.413 0.146
H 0.164 3.056 3.495 0.116
H 0.664 3.774 1.952 0.104
H -1.415 7.798 2.043 0.156

***

No. 3
107
Properties=species:S:1:pos:R:3:lowdin_charge:R:1 method="wB97M-V/def2-TZVPD" energy_ha=-5040.8772 molar_mass_g_mol=1185.4 max_force_ha_per_bohr=0.039 total_charge=-2 spin_multiplicity=1
Tl -0.115 0.635 -1.878 0.820
N -1.789 4.487 0.612 0.172
C -1.031 4.073 1.680 -0.190
C -0.991 4.439 3.012 -0.042
C -0.086 3.774 3.821 -0.098
C 0.744 2.772 3.325 -0.084
C 0.720 2.404 1.996 -0.001
C -0.174 3.070 1.163 -0.219
N -0.422 2.898 -0.165 0.139
C -1.404 3.715 -0.469 -0.271
C -2.030 3.808 -1.750 -0.335
C -2.941 4.759 -2.170 -0.359
S -3.468 4.421 -3.774 0.973
C -2.413 3.009 -3.761 -0.425
N -1.767 2.857 -2.682 -0.022
H -2.596 5.086 0.636 0.149
H -1.640 5.204 3.414 0.093
H -0.036 4.026 4.871 0.092
H 1.429 2.277 3.997 0.108
H 1.343 1.617 1.608 0.123
H -3.315 5.621 -1.656 0.052
H -2.352 2.365 -4.613 0.091
O -0.198 -0.969 -4.268 -0.243
P 1.379 -1.374 -4.065 0.159
O 1.743 -2.579 -4.835 -0.310
O 1.649 -1.333 -2.589 -0.517
O 2.127 -0.080 -4.741 -0.284
P 1.294 1.218 -5.250 0.176
O 2.566 2.112 -5.751 -0.143
O 0.418 0.838 -6.392 -0.313
O 0.661 1.959 -4.113 -0.425
H -0.239 -0.430 -5.072 0.007
H 3.153 1.507 -6.200 0.050
C 5.420 -3.679 -1.079 -0.130
C 5.256 -2.323 -0.848 -0.101
C 3.994 -1.814 -0.624 -0.117
C 2.875 -2.640 -0.626 -0.345
C 3.045 -3.997 -0.861 -0.082
C 4.312 -4.508 -1.088 -0.112
P 1.300 -1.745 -0.249 1.022
C 0.070 -3.066 -0.580 -0.298
C 0.030 -3.665 -1.838 -0.093
C -0.944 -4.596 -2.147 -0.089
C -1.889 -4.960 -1.203 -0.147
C -1.859 -4.371 0.049 -0.117
C -0.889 -3.434 0.360 -0.072
C 1.479 -1.857 1.587 -0.279
C 2.396 -2.395 2.454 -0.082
C 2.213 -2.194 3.835 -0.120
C 1.150 -1.488 4.337 -0.074
C 0.195 -0.913 3.471 -0.203
C -0.949 -0.180 3.843 -0.088
C -1.791 0.301 2.874 -0.120
C -1.548 0.109 1.499 -0.171
C -0.431 -0.566 1.089 -0.204
C 0.412 -1.087 2.086 -0.297
H 6.408 -4.089 -1.248 0.081
H 6.114 -1.665 -0.845 0.090
H 3.844 -0.756 -0.459 0.044
H 2.192 -4.664 -0.861 0.096
H 4.440 -5.567 -1.271 0.086
H 0.758 -3.386 -2.582 0.075
H -0.961 -5.045 -3.131 0.098
H -2.632 -5.713 -1.437 0.074
H -2.592 -4.642 0.798 0.088
H -0.882 -2.996 1.347 0.097
H 3.241 -2.973 2.103 0.092
H 2.935 -2.625 4.521 0.082
H 1.029 -1.382 5.410 0.088
H -1.158 -0.009 4.894 0.089
H -2.674 0.852 3.168 0.084
H -2.252 0.519 0.793 0.023
C -5.640 -4.201 -1.433 -0.010
C -5.293 -2.998 -0.616 -0.272
C -5.670 -2.819 0.688 0.000
C -5.302 -1.615 1.328 -0.300
N -4.726 -0.620 0.677 0.108
C -4.394 -0.755 -0.601 -0.854
S -3.836 0.496 -1.531 0.634
N -4.588 -1.998 -1.217 0.115
C -5.567 -1.403 2.784 -0.028
H -6.418 -4.783 -0.940 0.080
H -4.764 -4.836 -1.569 0.068
H -5.992 -3.897 -2.419 0.088
H -6.244 -3.576 1.205 0.107
H -4.227 -2.113 -2.154 0.141
H -6.433 -1.970 3.121 0.069
H -5.715 -0.344 2.973 0.079
H -4.694 -1.725 3.352 0.090
N 1.621 3.637 -2.322 0.086
C 2.366 3.028 -1.385 -0.858
S 2.961 1.508 -1.663 0.757
N 2.675 3.822 -0.303 0.067
C 3.300 3.545 0.900 -0.268
C 3.976 2.354 1.169 -0.055
C 4.512 2.126 2.420 -0.078
C 4.426 3.088 3.415 -0.122
C 3.798 4.294 3.143 -0.119
C 3.242 4.523 1.899 -0.054
H 1.291 3.011 -3.091 0.014
H 0.965 4.353 -2.046 0.087
H 2.181 4.708 -0.305 0.135
H 4.032 1.601 0.400 0.012
H 4.990 1.175 2.620 0.105
H 4.831 2.893 4.399 0.088
H 3.726 5.057 3.910 0.095
H 2.730 5.458 1.706 0.106

***

No. 4
70
Properties=species:S:1:pos:R:3:lowdin_charge:R:1 method="wB97M-V/def2-TZVPD" energy_ha=-5439.6676 molar_mass_g_mol=909.0 max_force_ha_per_bohr=0.003 total_charge=-2 spin_multiplicity=1
Tl -0.004 0.907 0.380 0.773
N -4.214 1.748 -2.225 0.023
C -3.366 1.475 -1.176 -0.935
S -2.225 2.703 -0.781 0.367
N -3.545 0.274 -0.673 -0.014
N -2.698 -0.055 0.334 0.006
C -2.721 -1.282 0.704 -0.233
C -3.570 -2.311 0.037 -0.199
C -4.863 -2.567 0.481 -0.046
C -5.638 -3.540 -0.133 -0.111
C -5.123 -4.266 -1.201 -0.119
C -3.836 -4.006 -1.649 -0.076
C -3.057 -3.032 -1.036 -0.004
C -1.805 -1.725 1.785 -0.224
C -1.760 -3.061 2.186 -0.011
C -0.860 -3.442 3.167 -0.069
C -0.019 -2.495 3.724 -0.076
C -0.127 -1.190 3.266 -0.165
N -0.996 -0.809 2.336 0.029
H -4.299 2.712 -2.488 0.047
H -5.005 1.133 -2.322 0.073
H -5.262 -1.991 1.308 0.112
H -6.646 -3.730 0.219 0.087
H -5.727 -5.027 -1.682 0.085
H -3.424 -4.556 -2.487 0.100
H -2.060 -2.825 -1.410 0.091
H -2.407 -3.786 1.711 0.109
H -0.792 -4.482 3.466 0.101
H 0.750 -2.750 4.438 0.101
H 0.559 -0.432 3.627 0.109
N 1.695 -5.003 -2.176 0.084
C 2.210 -4.258 -1.101 -0.323
C 3.575 -4.216 -0.811 -0.049
C 4.055 -3.394 0.199 -0.085
C 3.175 -2.626 0.940 -0.296
C 1.812 -2.708 0.690 -0.050
C 1.328 -3.528 -0.307 -0.024
S 3.742 -1.371 2.063 0.560
O 2.976 -1.534 3.287 -0.363
O 5.178 -1.523 2.192 -0.358
N 3.274 0.016 1.425 -0.104
C 3.639 0.341 0.172 -0.502
N 3.113 1.504 -0.314 0.067
C 3.352 1.797 -1.576 -0.181
C 4.123 1.008 -2.420 -0.094
C 4.664 -0.120 -1.825 -0.159
N 4.459 -0.452 -0.565 0.119
H 2.397 -5.172 -2.883 0.068
H 0.910 -4.499 -2.589 0.055
H 4.268 -4.788 -1.421 0.094
H 5.117 -3.291 0.382 0.102
H 1.130 -2.087 1.253 0.080
H 0.273 -3.535 -0.541 0.100
H 2.900 2.717 -1.944 0.090
H 4.274 1.250 -3.462 0.078
H 5.301 -0.796 -2.394 0.098
Br 0.617 3.493 -4.217 0.687
C 0.960 1.620 -4.300 -0.678
C 1.825 1.148 -5.273 -0.167
C 2.077 -0.216 -5.328 -0.097
C 1.464 -1.077 -4.432 -0.028
C 0.606 -0.588 -3.455 -0.103
C 0.350 0.778 -3.387 -0.071
C -0.054 -1.555 -2.472 -0.623
O -0.213 -2.727 -2.878 -0.045
O -0.380 -1.094 -1.353 -0.163
H 2.293 1.835 -5.965 0.087
H 2.759 -0.602 -6.078 0.094
H 1.634 -2.145 -4.470 0.108
H -0.334 1.168 -2.642 0.064

***

No. 5
10
Properties=species:S:1:pos:R:3:lowdin_charge:R:1 method="wB97M-V/def2-TZVPD" energy_ha=-1084.7888 molar_mass_g_mol=139.5 max_force_ha_per_bohr=0.073 total_charge=0 spin_multiplicity=1
O -0.419 -2.924 -1.537 -0.429
P 0.694 -2.047 -1.205 0.821
O 0.145 -0.543 -1.038 -0.407
C 0.817 0.496 -0.361 -0.345
N 0.349 0.715 0.963 -0.001
C -0.779 0.928 1.483 -0.550
Cl -2.259 0.520 0.650 0.608
H 0.599 1.371 -0.995 0.133
H 1.939 0.352 -0.432 0.122
H -1.085 1.132 2.473 0.048

***

No. 6
15
Properties=species:S:1:pos:R:3:lowdin_charge:R:1 method="wB97M-V/def2-TZVPD" energy_ha=-304.8151 molar_mass_g_mol=96.1 smiles=Cc1cnn(C)c1 max_force_ha_per_bohr=0.004 total_charge=0 spin_multiplicity=1
C 2.460 -0.322 0.093 -0.065
C 1.013 0.064 0.155 -0.278
C 0.421 1.141 0.852 -0.127
N -0.898 1.162 0.714 0.063
N -1.177 0.111 -0.067 -0.231
C -2.545 -0.160 -0.448 -0.028
C -0.062 -0.569 -0.429 -0.046
H 2.640 -1.066 -0.690 0.073
H 2.798 -0.755 1.041 0.075
H 3.098 0.542 -0.119 0.075
H 0.911 1.897 1.454 0.106
H -2.727 0.111 -1.493 0.086
H -3.186 0.442 0.198 0.086
H -2.773 -1.219 -0.303 0.086
H -0.119 -1.444 -1.066 0.127

***

ΔE to the lowest compared entry with this formula, charge and spin for the records above, in order: 0.490; 2.284; 2.226; 0.000; 1.215; 0.555 eV